Below is 12 unconnected molecules or ions with the total composition C23H60BN8O19, with properties calculated with wB97M-V/def2-TZVPD.

Last column: Löwdin charge in e.
Element x y z (Å)
O 2.81527 -0.77890 -2.82866  0.138
C 2.08922 -0.20969 -2.05876  -0.381
O 2.09877 -0.33058 -0.71709  0.200
B 0.99717 0.55910 -0.18254  -0.793
O 0.44055 1.24034 -1.37977  0.230
C 1.01290 0.81135 -2.46581  -0.378
O 0.67290 1.13250 -3.61512  0.096
O 1.48448 1.60452 0.76966  0.219
C 0.79046 1.54472 1.89107  -0.343
O 0.82064 2.32275 2.87193  0.075
C -0.15952 0.32359 1.74223  -0.414
O 0.03199 -0.22869 0.60731  0.252
O -0.93291 -0.06854 2.61316  0.097
C -2.10295 3.44132 -8.22434  -0.186
O -2.20665 3.87996 -9.54741  -0.117
H -1.19404 2.85962 -8.07071  0.075
H -2.14810 4.20759 -7.45045  0.082
H -2.87584 2.69894 -8.02529  0.070
H -2.08531 3.10869 -10.10601  0.074
C -5.85690 0.64939 1.88631  -0.211
O -6.96121 -0.10262 1.67165  -0.109
H -5.27924 0.80805 0.97568  0.080
H -6.18253 1.62350 2.25123  0.075
H -5.21423 0.24382 2.66771  0.082
H -7.50817 0.20776 0.94632  0.082
C 0.88110 -5.10435 0.02055  -0.175
O 1.29750 -6.44113 -0.17791  -0.114
H 1.61555 -4.32476 -0.18176  0.072
H -0.05547 -4.90056 -0.49849  0.080
H 0.75563 -4.88227 1.08028  0.068
H 1.80123 -6.66399 0.60835  0.068
C -5.02977 -3.17354 4.95245  -0.799
O -5.09828 -2.24393 5.73844  0.010
N -5.97380 -4.05151 4.82455  0.162
N -3.96510 -3.45753 4.27291  0.173
H -6.79438 -4.08638 5.41237  0.121
H -5.70151 -4.92558 4.39798  0.105
H -3.18897 -2.81133 4.28536  0.127
H -3.80318 -4.40259 3.95551  0.112
C 6.17527 -4.27329 -1.05714  -0.792
O 5.31510 -4.90952 -1.61739  0.049
N 7.39404 -4.74091 -0.83793  0.137
N 6.09679 -3.05863 -0.58946  0.164
H 8.15243 -4.13669 -0.55535  0.100
H 7.52953 -5.62955 -1.29842  0.111
H 6.89017 -2.51356 -0.28360  0.111
H 5.18789 -2.64766 -0.74790  0.121
C -0.68547 4.90829 7.93023  -0.780
O -0.97829 5.63540 8.87123  0.016
N 0.12663 3.88993 7.95002  0.159
N -1.08857 5.16621 6.70065  0.153
H 0.54180 3.67553 8.84543  0.116
H 0.42107 3.48210 7.07419  0.113
H -0.92751 4.53893 5.92561  0.107
H -1.84031 5.83667 6.62662  0.118
C -5.75687 2.44935 6.52507  -0.849
O -5.97598 3.65364 6.54283  0.011
N -4.61214 1.92903 6.31784  0.176
N -6.63066 1.54230 6.57823  0.174
H -3.77520 2.48913 6.39482  0.126
H -4.64559 0.92324 6.23204  0.107
H -7.60512 1.80768 6.56796  0.132
H -6.26452 0.60101 6.57515  0.111
C -2.96892 -4.74091 -8.05163  -0.070
C -2.16039 -3.72022 -7.28167  -0.491
C -2.85796 -2.36827 -7.14056  -0.066
O -2.03437 -4.16009 -5.94292  -0.052
H -2.55031 -5.74728 -8.04302  0.077
H -3.19994 -4.52868 -9.09551  0.074
H -3.96215 -4.87645 -7.62358  0.075
H -1.16537 -3.57451 -7.70214  0.139
H -3.84260 -2.53170 -6.70252  0.077
H -3.11049 -1.90687 -8.09524  0.074
H -2.29999 -1.63451 -6.55884  0.087
H -2.89492 -3.96172 -5.56649  0.077
C 8.36277 -0.72642 -7.67869  -0.059
C 6.87655 -0.71623 -7.20781  -0.471
C 6.27894 -2.12202 -7.49340  -0.065
O 6.78311 -0.41837 -5.82948  -0.049
H 8.97844 0.05633 -7.23560  0.071
H 8.43092 -0.63148 -8.76241  0.068
H 8.89179 -1.67273 -7.56589  0.068
H 6.24726 -0.00638 -7.74465  0.125
H 6.84784 -2.88220 -6.95806  0.078
H 6.20875 -2.35293 -8.55635  0.077
H 5.29551 -2.13618 -7.02355  0.073
H 5.98125 -0.77741 -5.44258  0.085
C 0.56871 6.48776 -3.53149  -0.072
C 0.17740 7.22374 -2.26601  -0.497
C 0.67878 6.55894 -1.03174  -0.061
O 0.84101 8.50982 -2.23530  -0.070
H 1.58902 6.10724 -3.57903  0.084
H 0.46053 7.08279 -4.43832  0.075
H -0.06177 5.59863 -3.53754  0.084
H -0.90924 7.30087 -2.30297  0.131
H 0.47369 5.48866 -1.05455  0.086
H 0.08262 6.99404 -0.22963  0.081
H 1.72517 6.83951 -0.91147  0.091
H 1.16731 8.67664 -3.12260  0.068
C 1.56170 -2.27465 8.09084  -0.052
C 1.03424 -1.01287 8.76648  -0.522
C -0.49467 -0.78060 8.58976  -0.048
O 1.23402 -1.12691 10.13451  -0.052
H 1.08967 -3.15094 8.53515  0.078
H 2.60339 -2.39585 8.38797  0.074
H 1.46503 -2.28984 7.00524  0.082
H 1.54641 -0.12542 8.39472  0.128
H -0.64327 -0.42446 7.57035  0.073
H -0.76335 0.04246 9.25195  0.069
H -1.08852 -1.67190 8.79232  0.080
H 1.19451 -0.21795 10.44085  0.088

Computed properties:
* charge: -1
* HOMO level: -7.70 eV
* HOMO-LUMO gap: 9.57 eV
* LUMO level: 1.9 eV